Computed, not measured: a structure of composition C3H7NO2P at a distorted geometry, with the ωB97M-V functional and the def2-TZVPD basis.

ΔE to the lowest compared entry with this formula, charge and spin ... 3.038 eV
2S+1 ... 1
Charge ... +1
Orbital gap (spin up / spin down) ... 9.80 / 9.80 eV
LUMO level (spin up / spin down) ... -4.845 / -4.846 eV

Each line ends with the Mulliken charge.
CARTESIAN COORDINATES (ANGSTROEM)
C (0.178, 0.470, -1.928)  -0.104
C (0.824, -2.061, 0.240)  -0.025
C (-0.886, 1.184, 1.688)  -0.969
N (1.161, 0.472, -0.832)  -0.564
O (-1.071, 0.637, -1.128)  -0.292
O (-0.085, -1.368, 0.582)  -0.380
P (-0.091, 0.790, 0.105)  1.035
H (0.487, 1.284, -2.523)  0.278
H (0.093, -0.498, -2.492)  0.244
H (1.737, -1.690, -0.402)  0.279
H (0.945, -3.115, 0.429)  0.318
H (-0.353, 0.840, 2.548)  0.373
H (-1.866, 0.823, 1.769)  0.416
H (-1.074, 2.232, 1.943)  0.389



Computed, not measured: a cluster of 2 separate species, C3H7NO2S in total at a distorted geometry, with the ωB97M-V functional and the def2-TZVPD basis.

ΔE to the lowest compared entry with this formula, charge and spin ... 3.836 eV
2S+1 ... 1
Charge ... 0
Orbital gap (spin up / spin down) ... 7.40 / 6.98 eV
LUMO level (spin up / spin down) ... -0.177 / -0.404 eV

Each line ends with the Mulliken charge.
CARTESIAN COORDINATES (ANGSTROEM)
C (2.176, 1.896, -0.453)  -0.292
C (-2.026, -0.297, 0.453)  0.171
C (-1.691, -1.392, -0.536)  -0.685
N (1.731, 0.851, 0.155)  -0.057
O (1.113, -1.417, 0.997)  -0.619
O (-1.653, 0.855, 0.436)  -0.517
S (2.359, -0.607, 0.619)  0.223
H (1.695, 2.884, -0.193)  0.205
H (3.024, 1.881, -1.088)  0.305
H (-2.726, -0.590, 1.293)  0.308
H (-0.694, -1.661, -0.231)  0.221
H (-1.807, -1.084, -1.614)  0.241
H (-2.293, -2.263, -0.344)  0.285
H (0.792, 0.943, 0.506)  0.211



Computed, not measured: the ion C3H7NO3 with charge -2 at a distorted geometry, with the ωB97M-V functional and the def2-TZVPD basis.

ΔE to the lowest compared entry with this formula, charge and spin ... 0.837 eV
SMILES string ... CC(C)([O-])N([O-])O
2S+1 ... 1
Charge ... -2
Orbital gap ... 4.52 eV
LUMO level ... 7.434 eV

Each line ends with the Mulliken charge.
CARTESIAN COORDINATES (ANGSTROEM)
C (-0.545, -0.770, -1.235)  -1.993
C (-0.530, 1.287, 0.105)  -1.418
C (0.390, 0.108, -0.268)  1.056
N (0.310, -1.099, 0.974)  -0.320
O (-0.692, -0.839, 1.757)  -0.691
O (1.705, -0.711, 1.689)  -0.434
O (1.638, 0.364, -0.635)  -1.032
H (0.001, -1.553, -1.603)  0.399
H (-0.808, -0.212, -2.047)  0.607
H (-1.176, -1.055, -0.486)  0.497
H (-0.154, 2.086, 0.743)  0.373
H (-1.319, 0.781, 0.726)  0.304
H (-0.999, 1.740, -0.716)  0.379
H (2.179, -0.126, 0.995)  0.273



Computed, not measured: the molecule C3H7NO3 at a distorted geometry, with the ωB97M-V functional and the def2-TZVPD basis.

ΔE to the lowest compared entry with this formula, charge and spin ... 3.609 eV
SMILES string ... CC(=O)N(O)CO
2S+1 ... 1
Charge ... 0
Orbital gap ... 9.94 eV
LUMO level ... 0.630 eV

Each line ends with the Mulliken charge.
CARTESIAN COORDINATES (ANGSTROEM)
C (0.475, -1.643, -0.091)  -1.037
C (-1.087, 0.715, 0.335)  -0.639
C (1.096, -0.314, -0.251)  0.757
N (0.309, 0.798, 0.062)  0.196
O (0.938, 2.114, 0.163)  -0.421
O (-1.774, 0.579, -0.791)  -0.472
O (2.282, -0.194, -0.491)  -0.660
H (0.925, -2.244, -0.948)  0.284
H (-0.555, -1.576, -0.219)  0.437
H (0.776, -2.206, 0.852)  0.212
H (-1.389, 1.607, 1.019)  0.292
H (-1.165, -0.287, 0.906)  0.370
H (-2.674, 0.811, -0.635)  0.331
H (1.844, 1.839, 0.090)  0.351



Computed, not measured: a cluster of 2 separate species, C3H7NO3 in total at a distorted geometry, with the ωB97M-V functional and the def2-TZVPD basis.

ΔE to the lowest compared entry with this formula, charge and spin ... 1.403 eV
SMILES string ... NCC=O.O=CO
2S+1 ... 1
Charge ... 0
Orbital gap ... 10.71 eV
LUMO level ... 0.626 eV

Each line ends with the Mulliken charge.
CARTESIAN COORDINATES (ANGSTROEM)
O (2.830, 0.855, 0.964)  -0.462
C (1.906, 0.289, 1.447)  0.017
C (0.648, -0.036, 0.722)  -0.504
N (0.670, 0.310, -0.686)  -0.578
H (1.914, -0.061, 2.483)  0.358
H (0.424, -1.099, 0.843)  0.336
H (-0.192, 0.479, 1.205)  0.340
H (-0.588, -0.129, -1.290)  0.505
H (0.802, 1.312, -0.795)  0.262
H (1.469, -0.118, -1.133)  0.264
O (-2.455, -0.173, 0.268)  -0.520
C (-2.497, -0.426, -0.913)  0.159
O (-1.482, -0.453, -1.734)  -0.527
H (-3.450, -0.750, -1.381)  0.350



Computed, not measured: a cluster of 2 separate species, C3H7NO3 in total, with the ωB97M-V functional and the def2-TZVPD basis.

ΔE to the lowest compared entry with this formula, charge and spin ... 3.112 eV
SMILES string ... C/C=N\O.O=CO
2S+1 ... 1
Charge ... 0
Orbital gap ... 10.79 eV
LUMO level ... 0.854 eV

Each line ends with the Mulliken charge.
CARTESIAN COORDINATES (ANGSTROEM)
C (0.131, 1.111, -0.096)  0.008
C (-0.409, 2.261, 0.678)  -1.006
N (0.100, -0.107, 0.221)  -0.122
C (0.697, -1.961, -0.699)  0.352
O (-0.494, -0.518, 1.380)  -0.408
O (0.160, -1.778, -1.906)  -0.420
O (0.206, -2.669, 0.155)  -0.711
H (-0.396, -1.503, 1.335)  0.377
H (-0.715, -2.225, -1.949)  0.329
H (0.608, 1.312, -1.042)  0.368
H (1.730, -1.594, -0.679)  0.384
H (-1.124, 2.824, 0.064)  0.281
H (0.404, 2.933, 0.946)  0.284
H (-0.897, 1.915, 1.594)  0.283



Computed, not measured: a structure of composition C3H7NOP at a distorted geometry, with the ωB97M-V functional and the def2-TZVPD basis.

ΔE to the lowest compared entry with this formula, charge and spin ... 0.291 eV
2S+1 ... 3
Expectation value of S² ... 2.01
Charge ... +1
Orbital gap (spin up / spin down) ... 6.94 / 8.70 eV
LUMO level (spin up / spin down) ... -5.041 / -7.825 eV

Each line ends with the Mulliken charge.
CARTESIAN COORDINATES (ANGSTROEM)
C (0.768, 1.090, 0.748)  -0.424
C (0.820, 1.124, -0.725)  -0.311
C (-0.249, 0.341, 0.049)  0.306
N (-0.084, -1.589, 0.008)  -0.587
O (-2.595, -0.948, -0.200)  -0.386
P (-2.195, 0.439, 0.052)  0.299
H (1.533, 0.654, 1.377)  0.277
H (0.294, 1.853, 1.344)  0.233
H (0.543, 2.062, -1.227)  0.269
H (1.488, 0.435, -1.320)  0.244
H (-0.167, -1.328, -0.973)  0.405
H (-0.935, -2.045, 0.460)  0.354
H (0.779, -2.088, 0.407)  0.322



Computed, not measured: the molecule C3H7NOS at a distorted geometry, with the ωB97M-V functional and the def2-TZVPD basis.

ΔE to the lowest compared entry with this formula, charge and spin ... 1.705 eV
SMILES string ... O=CNCCS
2S+1 ... 1
Charge ... 0
Orbital gap ... 10.29 eV
LUMO level ... 0.714 eV

Each line ends with the Mulliken charge.
CARTESIAN COORDINATES (ANGSTROEM)
O (0.920, -0.358, -3.394)  -0.527
C (0.987, 0.234, -2.305)  0.167
N (0.044, -0.067, -1.245)  -0.174
C (-0.109, 0.407, 0.139)  -0.503
C (-0.052, -0.597, 1.285)  -0.527
S (-0.621, 0.231, 2.852)  -0.236
H (1.684, 1.146, -2.018)  0.232
H (-0.885, -0.263, -1.700)  0.252
H (0.739, 1.190, 0.284)  0.260
H (-1.010, 1.063, 0.430)  0.282
H (-0.872, -1.285, 1.059)  0.288
H (0.891, -1.102, 1.474)  0.341
H (-1.714, -0.600, 3.139)  0.145